1.
The following is a DFT calculation (ωB97M-V/def2-TZVPD) of C2H6FOP in the gas phase at a distorted geometry.

Properties
Energy ... -596.0810 Ha
F_max ... 0.056 hartree/bohr
Lowest unoccupied orbital energy ... 0.782 eV
Highest occupied orbital energy ... -0.3594 Ha
SMILES ... FOCCP
Molecular weight ... 96.04 Da
Gap between HOMO and LUMO ... 10.56 eV
Energy relative to the best compared isomer or geometry (same formula, charge and spin) ... 639.0 kJ/mol

Each line ends with the natural charge from an NBO analysis.
Atoms and positions in Å:
P1 -1.157 0.045 -1.267  0.32
F1 -1.807 0.454 2.830  -0.16
O1 -1.303 0.009 1.572  -0.16
C1 -0.031 0.597 1.342  -0.09
C2 0.242 -0.008 -0.097  -0.72
H1 -1.977 -1.240 -1.014  -0.01
H2 0.729 0.324 2.108  0.19
H3 0.714 -0.994 -0.087  0.24
H4 -0.050 1.640 1.405  0.18
H5 0.905 0.797 -0.577  0.24
H6 -0.248 -0.719 -2.053  -0.03

=====

2.
The following is a DFT calculation (ωB97M-V/def2-TZVPD) of 2 unconnected molecules or ions with the total composition C2H6FPS2 at a distorted geometry.

Properties
Energy ... -1317.3948 Ha
F_max ... 0.071 hartree/bohr
Lowest unoccupied orbital energy ... -0.823 eV
Highest occupied orbital energy ... -0.3369 Ha
Molecular weight ... 144.18 Da
Gap between HOMO and LUMO ... 8.34 eV
Energy relative to the best compared isomer or geometry (same formula, charge and spin) ... 149.7 kJ/mol

Each line ends with the natural charge from an NBO analysis.
Atoms and positions in Å:
S1 0.026 -3.401 -1.816  -0.40
S2 -0.340 -0.110 -2.940  -0.38
P1 -0.246 -1.494 -1.583  1.00
F1 2.665 0.049 -1.516  -0.55
C1 -0.787 0.569 0.263  -0.63
C2 -0.500 -0.956 0.146  -0.83
H1 -1.299 -1.504 0.771  0.28
H2 -0.022 1.364 0.191  0.23
H3 -1.451 0.876 -0.539  0.23
H4 3.501 0.190 -1.725  0.55
H5 -1.208 0.786 1.318  0.22
H6 0.272 -1.304 0.860  0.28

=====

3.
The following is a DFT calculation (ωB97M-V/def2-TZVPD) of 2 unconnected molecules or ions with the total composition C2H6I2NP at a distorted geometry.

Properties
Energy ... -1071.2659 Ha
F_max ... 0.063 hartree/bohr
Lowest unoccupied orbital energy ... -0.467 eV
Highest occupied orbital energy ... -0.3145 Ha
SMILES ... CC/N=P/I.I
Molecular weight ... 328.86 Da
Gap between HOMO and LUMO ... 8.09 eV
Energy relative to the best compared isomer or geometry (same formula, charge and spin) ... 135.9 kJ/mol

Each line ends with the natural charge from an NBO analysis.
Atoms and positions in Å:
I1 3.915 -2.143 -0.228  -0.24
I2 3.722 2.315 -0.286  -0.10
P1 2.464 -1.321 1.574  0.95
N1 1.088 -1.260 0.881  -0.92
C1 -0.497 -0.273 -0.555  -0.60
C2 -0.284 -0.996 0.808  -0.23
H1 2.391 3.152 0.123  0.10
H2 0.265 0.451 -0.760  0.22
H3 -0.354 -0.936 -1.414  0.22
H4 -0.938 -1.856 0.845  0.22
H5 -1.547 0.133 -0.366  0.21
H6 -0.557 -0.436 1.730  0.18

=====

4.
The following is a DFT calculation (ωB97M-V/def2-TZVPD) of a gas-phase ion, C2H6INOP (charge +1) at a distorted geometry.

Properties
Energy ... -848.4990 Ha
F_max ... 0.090 hartree/bohr
Lowest unoccupied orbital energy ... -5.446 eV
Highest occupied orbital energy ... -0.4911 Ha
Molecular weight ... 217.95 Da
Gap between HOMO and LUMO ... 7.92 eV
Energy relative to the best compared isomer or geometry (same formula, charge and spin) ... 182.6 kJ/mol
Total charge ... +1

Each line ends with the natural charge from an NBO analysis.
Atoms and positions in Å:
I1 0.993 -2.807 -1.661  0.06
P1 2.432 -0.944 -1.413  0.69
O1 1.285 0.399 -0.724  -0.63
N1 -1.767 0.636 1.156  -0.84
C1 -0.476 0.033 0.742  -0.40
C2 0.257 0.873 -0.166  0.55
H1 -2.171 0.044 1.812  0.39
H2 -0.065 -0.448 1.740  0.29
H3 -0.662 -1.014 0.206  0.27
H4 -0.213 1.839 -0.261  0.21
H5 -1.776 1.620 1.314  0.38
H6 2.163 -0.231 -2.745  0.03

=====

5.
The following is a DFT calculation (ωB97M-V/def2-TZVPD) of 2 unconnected molecules or ions with the total composition C2H6IO2.

Properties
Energy ... -528.0562 Ha
F_max ... 0.012 hartree/bohr
Lowest unoccupied orbital energy ... 3.136 eV
Highest occupied orbital energy ... -0.1337 Ha
Molecular weight ... 188.97 Da
Gap between HOMO and LUMO ... 6.77 eV
Energy relative to the best compared isomer or geometry (same formula, charge and spin) ... 34.5 kJ/mol
Total charge ... -1

Each line ends with the natural charge from an NBO analysis.
Atoms and positions in Å:
I1 -1.221 -0.996 -3.869  -0.97
O1 -1.161 0.858 -0.715  -0.75
O2 1.248 -0.698 1.534  -0.74
C1 -0.661 -0.067 0.218  -0.08
C2 0.781 0.262 0.570  -0.08
H1 1.392 0.159 -0.329  0.17
H2 -1.238 0.025 1.143  0.15
H3 0.805 1.273 0.976  0.15
H4 -0.733 -1.085 -0.173  0.18
H5 1.715 -0.256 2.245  0.46
H6 -0.927 0.525 -1.599  0.50

=====

6.
The following is a DFT calculation (ωB97M-V/def2-TZVPD) of C2H6IO2P in the gas phase at a distorted geometry.

Properties
Energy ... -869.3245 Ha
F_max ... 0.090 hartree/bohr
Lowest unoccupied orbital energy ... -1.190 eV
Highest occupied orbital energy ... -0.3621 Ha
SMILES ... CCO[P@@H](=O)I
Molecular weight ... 219.95 Da
Gap between HOMO and LUMO ... 8.66 eV
Energy relative to the best compared isomer or geometry (same formula, charge and spin) ... 139.9 kJ/mol

Each line ends with the natural charge from an NBO analysis.
Atoms and positions in Å:
I1 -2.640 -0.976 -0.167  -0.29
P1 -1.415 1.434 0.253  1.84
O1 0.059 0.946 0.092  -0.84
O2 -1.473 2.764 -0.298  -1.01
C1 1.020 -1.005 -0.781  -0.64
C2 0.825 -0.202 0.462  -0.04
H1 -1.765 1.330 1.727  -0.06
H2 1.308 -1.993 -0.654  0.22
H3 0.276 -1.029 -1.564  0.24
H4 1.673 0.100 1.009  0.20
H5 1.823 -0.650 -1.242  0.21
H6 0.309 -0.718 1.163  0.18

=====

7.
The following is a DFT calculation (ωB97M-V/def2-TZVPD) of 2 unconnected molecules or ions with the total composition C2H6IOP at a distorted geometry.

Properties
Energy ... -794.0199 Ha
F_max ... 0.035 hartree/bohr
Lowest unoccupied orbital energy (spin up / spin down) ... -1.634 / -0.611 eV
Highest occupied orbital energy (spin up / spin down) ... -0.3195 / -0.3200 Ha
Molecular weight ... 203.95 Da
Gap between HOMO and LUMO (spin up / spin down) ... 7.06 / 8.10 eV
Energy relative to the best compared isomer or geometry (same formula, charge and spin) ... 268.1 kJ/mol

Each line ends with the natural charge from an NBO analysis.
Atoms and positions in Å:
I1 -3.639 0.526 0.047  -0.18
P1 -2.271 -1.478 0.276  1.16
O1 -2.830 -2.602 -0.465  -1.04
C1 0.398 -0.538 -0.437  -0.25
C2 0.208 0.913 -0.273  -0.71
H1 -0.214 1.374 -1.164  0.23
H2 0.876 -1.089 0.354  0.19
H3 1.167 1.389 -0.046  0.23
H4 0.413 -0.970 -1.421  0.20
H5 -2.429 -1.683 1.673  -0.07
H6 -0.438 1.146 0.576  0.24

=====

8.
The following is a DFT calculation (ωB97M-V/def2-TZVPD) of 4 unconnected molecules or ions with the total composition C2H6IOP at a distorted geometry.

Properties
Energy ... -794.0211 Ha
F_max ... 0.067 hartree/bohr
Lowest unoccupied orbital energy ... -0.790 eV
Highest occupied orbital energy ... -0.3506 Ha
Molecular weight ... 203.95 Da
Gap between HOMO and LUMO ... 8.75 eV
Energy relative to the best compared isomer or geometry (same formula, charge and spin) ... 265.1 kJ/mol

Each line ends with the natural charge from an NBO analysis.
Atoms and positions in Å:
I1 1.856 -1.516 0.217  -0.24
P1 0.588 0.371 -0.620  1.20
O1 0.495 0.178 -2.058  -1.00
C1 -1.592 0.110 1.503  -0.38
C2 -1.862 -0.974 0.754  -0.39
H1 3.873 1.673 -1.865  -0.01
H2 -1.043 -1.630 0.780  0.20
H3 -0.834 0.051 2.219  0.20
H4 -2.287 1.002 1.489  0.20
H5 -2.752 -1.111 0.237  0.21
H6 3.558 1.846 -2.656  0.01

=====

9.
The following is a DFT calculation (ωB97M-V/def2-TZVPD) of 2 unconnected molecules or ions with the total composition C2H6IOP at a distorted geometry.

Properties
Energy ... -793.8679 Ha
F_max ... 0.078 hartree/bohr
Lowest unoccupied orbital energy (spin up / spin down) ... 0.309 / -1.407 eV
Highest occupied orbital energy (spin up / spin down) ... -0.2605 / -0.3403 Ha
Molecular weight ... 203.95 Da
Gap between HOMO and LUMO (spin up / spin down) ... 7.40 / 7.85 eV
Energy relative to the best compared isomer or geometry (same formula, charge and spin) ... 202.8 kJ/mol
Multiplicity ... 3

Each line ends with the Mulliken spin population.
Atoms and positions in Å:
I1 3.177 -0.181 -0.380  0.09
P1 0.141 -1.226 0.490  0.10
O1 0.702 1.218 0.758  0.11
C1 -1.423 -0.420 0.235  0.03
C2 1.079 0.199 -0.031  0.73
H1 -1.593 0.332 1.078  0.00
H2 -0.230 0.867 -1.866  0.89
H3 1.453 1.926 0.911  0.00
H4 -1.223 0.315 -0.667  0.05
H5 0.280 -1.915 -0.691  0.01
H6 -2.363 -1.113 0.164  0.00

=====

10.
The following is a DFT calculation (ωB97M-V/def2-TZVPD) of a gas-phase ion, C2H6N (charge +1) at a distorted geometry.

Properties
Energy ... -134.2568 Ha
F_max ... 0.031 hartree/bohr
Lowest unoccupied orbital energy ... -4.033 eV
Highest occupied orbital energy ... -0.5913 Ha
SMILES ... C=C[NH3+]
Molecular weight ... 44.08 Da
Gap between HOMO and LUMO ... 12.06 eV
Energy relative to the best compared isomer or geometry (same formula, charge and spin) ... 38.7 kJ/mol
Total charge ... +1

Each line ends with the natural charge from an NBO analysis.
Atoms and positions in Å:
N1 -0.955 -0.223 -0.619  -0.70
C1 0.798 0.449 0.917  -0.33
C2 0.486 -0.213 -0.168  -0.07
H1 -1.259 0.722 -0.381  0.45
H2 1.124 -0.759 -0.854  0.25
H3 1.771 0.751 1.309  0.27
H4 0.012 0.785 1.611  0.22
H5 -1.531 -0.885 -0.087  0.45
H6 -1.155 -0.412 -1.602  0.46